Entry 1:
{
  "formula": "C5H10O2Si",
  "method": "ωB97M-V with the def2-TZVPD basis set",
  "lumo_energy_ev": 0.90,
  "smiles": "C#C[Si](C)(OC)OC",
  "elements": ["C", "C", "Si", "C", "O", "C", "O", "C", "H", "H", "H", "H", "H", "H", "H", "H", "H", "H"],
  "xyz": [[0.931, -3.031, 0.164], [0.418, -2.012, -0.165], [-0.100, -0.210, -0.306], [0.868, 0.576, 1.131], [0.201, 0.217, -1.824], [0.278, 1.400, -2.522], [-1.827, 0.122, -0.162], [-2.504, -0.396, 0.933], [1.256, -4.075, 0.370], [1.810, 0.079, 1.271], [1.160, 1.619, 1.040], [0.220, 0.437, 2.113], [-0.643, 1.967, -2.480], [0.506, 1.117, -3.426], [1.088, 1.987, -2.157], [-1.871, -0.065, 1.851], [-2.745, -1.426, 0.972], [-3.516, 0.110, 0.956]]
}

=====

Entry 2:
{
  "formula": "C4H3N3O",
  "method": "ωB97M-V with the def2-TZVPD basis set",
  "lumo_energy_ev": 0.87,
  "smiles": "c1cc2[nH]nnc2o1",
  "elements": ["C", "C", "C", "N", "N", "N", "C", "O", "H", "H", "H"],
  "xyz": [[1.315, -1.256, -0.134], [-0.019, -1.443, -0.003], [-0.507, 0.010, 0.034], [-1.481, 0.958, 0.175], [-1.044, 2.204, -0.013], [0.199, 2.111, -0.233], [0.610, 0.772, -0.090], [1.733, 0.066, -0.127], [2.127, -1.956, 0.032], [-0.482, -2.379, 0.045], [-2.451, 0.913, 0.314]]
}

=====

Entry 3:
{
  "formula": "C2H4NO4P",
  "method": "ωB97M-V with the def2-TZVPD basis set",
  "lumo_energy_ev": [-0.64, -0.64],
  "elements": ["C", "C", "N", "O", "O", "O", "O", "P", "H", "H", "H", "H"],
  "xyz": [[-0.838, 0.068, 0.367], [-2.205, -0.231, 0.001], [2.618, -0.594, -0.426], [2.619, -1.158, 0.591], [-0.250, -0.120, 1.402], [3.084, -0.817, -1.502], [-0.171, 0.846, -0.646], [1.330, 1.400, -0.396], [-2.376, 0.508, -0.796], [-2.083, -1.213, -0.429], [-2.850, -0.207, 0.775], [1.123, 1.517, 1.059]]
}

=====

Entry 4:
{
  "formula": "C25H32BCl3N3O5PdS2Si",
  "method": "ωB97M-V with the def2-TZVPD basis set",
  "charge": -1,
  "lumo_energy_ev": 2.07,
  "elements": ["Pd", "O", "S", "C", "C", "C", "C", "S", "O", "C", "C", "C", "C", "C", "C", "C", "C", "C", "C", "C", "C", "H", "H", "H", "H", "H", "H", "H", "H", "H", "H", "H", "H", "H", "H", "H", "H", "H", "H", "Cl", "Si", "Cl", "Cl", "B", "C", "N", "H", "H", "H", "C", "C", "C", "C", "C", "C", "O", "N", "C", "O", "N", "C", "O", "H", "H", "H", "H", "H", "H", "H", "H", "H", "H", "H"],
  "xyz": [[-0.468, 0.654, -2.584], [-0.697, -0.009, 0.349], [-1.169, 1.159, 1.150], [-3.013, 1.114, 1.037], [-3.452, 0.593, -0.339], [-4.098, -0.792, -0.258], [-3.174, -1.861, 0.325], [-2.224, -2.722, -0.978], [-1.693, -1.741, -1.955], [-0.848, -3.210, 0.069], [-1.041, -3.979, 1.210], [0.055, -4.329, 1.986], [1.330, -3.926, 1.608], [1.509, -3.181, 0.451], [0.419, -2.817, -0.328], [-1.039, 0.629, 2.863], [-1.320, 1.512, 3.895], [-1.196, 1.084, 5.208], [-0.776, -0.213, 5.480], [-0.477, -1.080, 4.439], [-0.605, -0.661, 3.122], [-3.339, 2.142, 1.205], [-3.395, 0.497, 1.851], [-2.599, 0.537, -1.017], [-4.157, 1.295, -0.783], [-4.437, -1.088, -1.254], [-4.991, -0.734, 0.372], [-3.745, -2.664, 0.798], [-2.472, -1.449, 1.047], [-2.036, -4.298, 1.499], [-0.087, -4.921, 2.882], [2.185, -4.200, 2.214], [2.503, -2.875, 0.153], [0.532, -2.227, -1.229], [-1.623, 2.530, 3.674], [-1.414, 1.765, 6.021], [-0.671, -0.541, 6.506], [-0.135, -2.087, 4.646], [-0.360, -1.313, 2.290], [-3.142, 3.059, -3.323], [-1.143, 2.750, -2.866], [-0.946, 3.994, -1.222], [-0.080, 3.687, -4.375], [-3.694, -0.141, -5.930], [-2.599, 0.133, -4.824], [-1.810, 0.330, -4.008], [-3.751, 0.850, -6.628], [-3.338, -1.115, -6.561], [-4.742, -0.342, -5.348], [4.033, 3.275, -2.031], [4.128, 2.853, -0.570], [3.432, 1.512, -0.276], [3.538, 1.186, 1.226], [2.886, -0.140, 1.598], [4.153, 0.421, -1.036], [5.336, 0.185, -0.895], [3.378, -0.323, -1.882], [2.026, -0.118, -2.144], [1.448, -0.919, -2.879], [1.365, 0.927, -1.599], [1.939, 1.677, -0.615], [1.321, 2.502, 0.027], [4.539, 4.227, -2.191], [2.993, 3.396, -2.344], [4.500, 2.539, -2.690], [3.654, 3.600, 0.068], [5.172, 2.754, -0.268], [3.052, 2.006, 1.756], [4.596, 1.180, 1.493], [1.848, -0.184, 1.259], [2.887, -0.286, 2.680], [3.423, -0.981, 1.153], [3.811, -1.088, -2.378]]
}

=====

Entry 5:
{
  "formula": "C4H6BF4KO3",
  "method": "ωB97M-V with the def2-TZVPD basis set",
  "lumo_energy_ev": -0.26,
  "elements": ["K", "B", "F", "F", "F", "F", "C", "C", "C", "O", "C", "O", "O", "H", "H", "H", "H", "H", "H"],
  "xyz": [[3.434, 0.415, -0.832], [5.607, 2.106, 0.144], [6.877, 2.670, 0.498], [5.399, 1.923, -1.199], [5.568, 0.768, 0.654], [4.585, 2.954, 0.567], [-3.572, -0.668, 1.152], [-2.512, -1.308, 0.303], [-2.620, -0.915, -1.180], [-1.209, -0.626, -1.515], [-0.515, -0.546, -0.429], [0.680, -0.227, -0.376], [-1.209, -0.928, 0.663], [-3.717, 0.375, 0.873], [-3.298, -0.750, 2.203], [-4.527, -1.193, 1.128], [-2.724, -2.370, 0.429], [-3.186, 0.011, -1.280], [-3.060, -1.692, -1.804]]
}

=====

Entry 6:
{
  "formula": "C32H88N9O11",
  "method": "ωB97M-V with the def2-TZVPD basis set",
  "charge": -1,
  "lumo_energy_ev": 2.28,
  "elements": ["N", "O", "O", "O", "C", "C", "C", "O", "C", "N", "H", "H", "H", "H", "H", "H", "H", "H", "H", "H", "H", "C", "C", "C", "O", "C", "N", "H", "H", "H", "H", "H", "H", "H", "H", "H", "H", "H", "C", "C", "C", "O", "C", "N", "H", "H", "H", "H", "H", "H", "H", "H", "H", "H", "H", "C", "C", "C", "O", "C", "N", "H", "H", "H", "H", "H", "H", "H", "H", "H", "H", "H", "C", "C", "C", "O", "C", "N", "H", "H", "H", "H", "H", "H", "H", "H", "H", "H", "H", "C", "C", "C", "O", "C", "N", "H", "H", "H", "H", "H", "H", "H", "H", "H", "H", "H", "C", "C", "C", "O", "C", "N", "H", "H", "H", "H", "H", "H", "H", "H", "H", "H", "H", "C", "C", "C", "O", "C", "N", "H", "H", "H", "H", "H", "H", "H", "H", "H", "H", "H"],
  "xyz": [[0.072, 0.531, -0.378], [-0.152, 0.874, -1.556], [-0.358, 1.201, 0.537], [0.751, -0.440, -0.120], [1.553, -2.869, 3.610], [1.245, -1.456, 4.152], [2.012, -1.231, 5.489], [1.524, -2.187, 6.467], [2.084, -1.929, 7.809], [1.576, -0.489, 3.158], [1.514, -3.589, 4.428], [2.589, -3.038, 3.318], [0.865, -3.156, 2.814], [0.179, -1.250, 4.245], [1.845, -0.194, 5.779], [3.091, -1.352, 5.393], [1.902, -0.892, 8.090], [3.147, -2.167, 7.857], [1.556, -2.537, 8.544], [1.322, 0.432, 3.488], [0.931, -0.679, 2.404], [4.301, 3.052, -0.604], [3.575, 3.257, -1.870], [4.456, 2.722, -3.053], [3.616, 2.947, -4.247], [4.311, 3.093, -5.447], [2.449, 2.407, -1.691], [5.221, 3.628, -0.508], [4.657, 2.073, -0.283], [3.781, 3.491, 0.247], [3.257, 4.298, -1.923], [4.819, 1.696, -2.998], [5.337, 3.362, -3.007], [3.632, 3.056, -6.299], [5.138, 2.403, -5.609], [4.839, 4.046, -5.496], [2.870, 1.519, -1.461], [2.094, 2.703, -0.793], [-4.691, 2.564, -3.355], [-3.784, 1.654, -2.506], [-4.038, 0.088, -2.562], [-3.077, -0.633, -1.770], [-3.213, -0.285, -0.391], [-2.447, 1.925, -2.897], [-4.579, 2.622, -4.438], [-4.688, 3.604, -3.031], [-5.714, 2.211, -3.223], [-3.893, 1.994, -1.476], [-3.822, -0.226, -3.583], [-5.063, -0.188, -2.315], [-2.886, 0.739, -0.209], [-2.449, -0.864, 0.128], [-4.204, -0.585, -0.053], [-1.970, 1.406, -2.174], [-2.197, 2.898, -2.787], [-1.078, -3.754, 0.274], [-1.018, -3.920, -1.299], [-2.351, -4.484, -1.856], [-2.597, -5.837, -1.513], [-3.791, -6.294, -2.195], [-0.661, -2.618, -1.858], [-0.218, -3.277, 0.745], [-1.060, -4.703, 0.810], [-1.990, -3.239, 0.577], [-0.158, -4.545, -1.541], [-2.402, -4.324, -2.933], [-3.180, -3.869, -1.505], [-4.654, -5.651, -2.020], [-4.050, -7.269, -1.781], [-3.548, -6.440, -3.247], [-0.095, -2.189, -1.141], [-1.517, -2.082, -1.832], [2.943, 4.668, 3.735], [2.382, 3.262, 3.662], [1.160, 3.151, 4.636], [0.495, 1.855, 4.488], [-0.471, 1.668, 5.543], [2.036, 3.080, 2.271], [2.252, 5.465, 3.458], [3.894, 4.828, 3.227], [3.147, 4.793, 4.798], [3.096, 2.543, 4.065], [0.493, 4.010, 4.557], [1.639, 3.303, 5.603], [-0.053, 1.772, 6.545], [-0.928, 0.678, 5.560], [-1.365, 2.259, 5.349], [1.450, 3.863, 2.020], [1.480, 2.280, 2.004], [-3.678, 3.264, 1.901], [-2.809, 2.559, 2.955], [-2.874, 1.040, 2.966], [-4.141, 0.579, 3.387], [-4.286, -0.871, 3.235], [-1.425, 2.998, 2.752], [-4.701, 2.956, 2.115], [-3.460, 2.907, 0.894], [-3.533, 4.343, 1.846], [-3.174, 2.844, 3.942], [-2.162, 0.566, 3.642], [-2.545, 0.827, 1.949], [-5.181, -1.138, 3.797], [-3.451, -1.404, 3.689], [-4.334, -1.138, 2.179], [-1.137, 2.668, 1.842], [-0.759, 2.508, 3.332], [-2.132, -2.295, -5.286], [-1.421, -0.890, -5.419], [-2.245, 0.172, -6.181], [-1.695, 1.454, -6.269], [-2.447, 2.420, -7.028], [-0.925, -0.399, -4.100], [-3.111, -2.158, -4.827], [-1.497, -2.954, -4.693], [-2.227, -2.671, -6.305], [-0.445, -0.912, -5.904], [-3.238, 0.303, -5.751], [-2.333, -0.150, -7.219], [-2.113, 3.452, -6.917], [-3.479, 2.368, -6.682], [-2.396, 2.084, -8.064], [-1.753, -0.327, -3.526], [-0.439, -1.211, -3.746], [5.444, -1.729, -0.704], [3.946, -1.802, -0.815], [3.319, -2.804, 0.235], [3.618, -4.141, -0.157], [2.806, -5.060, 0.578], [3.379, -0.436, -0.635], [5.853, -2.658, -1.102], [5.743, -1.553, 0.330], [5.748, -0.914, -1.360], [3.776, -2.122, -1.843], [2.244, -2.707, 0.390], [3.680, -2.583, 1.240], [3.153, -6.093, 0.590], [1.802, -5.063, 0.154], [2.721, -4.836, 1.642], [3.733, -0.064, 0.235], [2.415, -0.472, -0.337]]
}

=====

DFT total energy list, top to bottom, in a.u.: -636.46715; -393.64297; -775.54275; -4131.80250; -1406.28853; -2592.13951
Molecular weight list, top to bottom, in u: 130.219; 109.088; 137.031; 770.358; 227.991; 775.108
Relative energy (zero: lowest compared OMol25 entry of this formula, charge and spin) list, top to bottom, in kJ/mol: 67.7; 200.7; 326.2; 71.3; 15.7; 210.3